1) Computed, not measured: an isolated molecule of C3H7N3O2, with ωB97M-V with the def2-TZVPD basis set.

```
! wB97M-V def2-TZVPD RIJCOSX def2/J DEFGRID3
* xyz 0 1
H -1.00 -0.92 1.51
H 0.93 1.42 -1.39
O 0.95 -1.19 0.59
O 2.05 0.99 0.70
H -1.20 -2.78 -0.11
C 1.20 0.08 0.05
N -0.92 1.64 0.30
H -1.93 1.52 0.27
H -0.78 -1.77 -1.33
C -0.59 -0.92 0.50
H 2.84 0.51 1.00
N 0.64 0.46 -1.23
N -1.23 -1.81 -0.41
C -0.25 0.41 -0.08
H -0.71 2.38 -0.36
*
```

For the orbital gap, the calculation gives 8.55 eV. The SMILES is N[C@H]1O[C@@]2(O)N[C@@]12N.

***

2) Computed, not measured: a structure of composition C3H7N3O2, with ωB97M-V with the def2-TZVPD basis set.

```
! wB97M-V def2-TZVPD RIJCOSX def2/J DEFGRID3
* xyz 0 1
H -0.71 -1.92 1.10
H 3.11 0.78 0.44
N 0.07 0.38 -0.42
C 1.54 0.09 -0.23
C -1.44 -1.21 0.57
H -1.63 0.05 -1.05
H -0.46 -1.26 -1.27
N -0.14 1.79 -0.06
O 1.77 -1.17 -0.31
N 2.29 0.93 0.18
C -0.88 -0.58 -0.74
H -2.03 -1.73 0.17
H 1.92 2.16 0.63
O -1.34 1.91 -0.19
H -2.09 -0.22 1.17
*
```

For the orbital gap, the calculation gives 9.47 eV.

***

3) Computed, not measured: a structure of composition C3H7N3O2, with ωB97M-V with the def2-TZVPD basis set.

```
! wB97M-V def2-TZVPD RIJCOSX def2/J DEFGRID3
* xyz 0 1
N -0.05 -0.50 1.97
H 1.57 1.11 -1.49
H 1.98 -0.50 -2.13
N 0.84 -0.05 0.94
C 0.28 -0.49 -0.85
C -0.58 0.32 0.05
H 0.14 -1.47 2.24
O -1.16 1.35 -0.38
H -2.40 0.91 1.40
H -0.07 -1.50 -1.07
H 1.34 0.82 1.15
C 1.16 0.17 -1.84
H 0.57 0.38 -2.75
N -1.21 -0.52 1.12
O -2.41 -0.04 1.63
*
```

For the orbital gap, the calculation gives 8.74 eV.

***

What should be chosen as the least stable of them? Choose 2).